Below is C32H35N5O8PS3SbW as an isolated structure in a non-equilibrium geometry, with properties calculated with wB97M-V/def2-TZVPD.

Summary:
* DFT total energy: -107737.0571 eV
* multiplicity: 2
* expectation value of S²: 1.062
* LUMO (alpha / beta): -5.00 / -4.90 eV
* total charge: +1
* gap between HOMO and LUMO (alpha / beta): 5.30 / 5.62 eV
* energy relative to the best compared isomer or geometry (same formula, charge and spin): 24.1 kcal per mole
* HOMO energy (alpha / beta): -10.3067 / -10.5188 eV

The geometry in XYZ format:
```
86
Properties=species:S:1:pos:R:3:forces:R:3:mulliken_spin:R:1
W 0.620663 -1.276001 0.609912 0.104 -0.429 -0.715 0.576
C 6.459075 -1.034742 1.238825 -0.061 -0.003 -0.027 0.000
C 5.719103 -1.371466 0.119399 0.019 -0.007 -0.010 0.000
C 4.354033 -1.121735 0.052325 -0.091 0.035 0.005 0.000
C 3.700494 -0.522210 1.123963 -0.020 0.063 0.150 0.005
C 4.452266 -0.205962 2.266513 0.025 -0.033 -0.031 -0.008
C 5.812136 -0.451740 2.318757 -0.016 0.008 -0.004 0.001
N 2.279957 -0.258898 1.178090 0.220 0.105 -0.068 -0.020
C 1.933236 0.857120 1.937542 0.347 0.106 -0.169 0.021
C 2.583569 2.089855 1.843461 -0.050 -0.027 0.093 0.038
C 2.158037 3.139505 2.627574 -0.057 -0.116 0.000 -0.044
C 1.082423 2.968962 3.506790 0.055 -0.114 -0.037 0.012
C 0.444180 1.753129 3.623907 -0.169 0.130 0.111 -0.067
C 0.872173 0.677505 2.831140 -0.009 -0.345 0.114 -0.083
N 0.360540 -0.627260 2.694078 -0.375 0.470 -0.048 -0.200
N -0.633509 -1.074852 3.460097 0.015 -0.318 -0.242 0.100
C -1.268870 -2.246920 2.924429 0.396 0.256 -0.088 -0.029
C -2.263278 -2.905380 3.626383 0.050 -0.177 -0.260 0.040
C -2.755214 -4.071653 3.075625 0.038 0.085 0.049 -0.003
C -2.221853 -4.545390 1.885416 0.129 0.091 -0.093 0.010
C -1.234482 -3.820136 1.253614 -0.069 0.083 0.254 -0.008
N -0.781722 -2.652705 1.749798 -0.340 0.020 0.162 0.015
H 7.520018 -1.232027 1.275813 0.058 -0.011 0.001 0.000
H 6.203715 -1.839971 -0.726125 0.016 -0.015 -0.032 0.000
H 3.800775 -1.409616 -0.822422 0.041 0.010 0.037 0.004
H 3.969179 0.219033 3.138064 -0.005 -0.009 -0.055 0.005
H 6.363817 -0.200572 3.214565 -0.003 0.010 0.021 0.000
H 3.406568 2.195242 1.149891 0.005 0.019 0.009 0.000
H 2.647165 4.100314 2.552736 0.020 0.041 -0.003 0.000
H 0.741107 3.796523 4.111312 -0.007 0.043 0.020 0.000
H -0.382498 1.660773 4.308888 0.110 0.010 -0.102 0.005
H -2.603014 -2.528631 4.575914 0.000 0.011 -0.008 0.003
H -3.527691 -4.619123 3.594743 -0.047 -0.054 -0.006 0.000
H -2.557632 -5.470644 1.444699 -0.021 -0.053 -0.013 0.001
H -0.779202 -4.164701 0.339233 -0.010 0.055 0.046 -0.001
O -0.669586 -2.173041 -0.835915 -0.119 -0.017 -0.553 0.015
C -0.752301 -2.099562 -2.089803 0.022 0.021 0.392 -0.002
C 0.198346 -1.508374 -2.939442 -0.132 -0.133 0.049 0.002
C -0.086708 -1.357408 -4.313950 0.255 0.123 0.124 0.000
C 0.871357 -0.815400 -5.116086 -0.194 0.271 0.206 0.003
C 2.135755 -0.448003 -4.616001 -0.015 0.037 0.067 0.000
C 2.432557 -0.616564 -3.293554 -0.176 -0.108 0.119 -0.001
C 1.458842 -1.145872 -2.399969 0.319 0.173 -0.004 0.005
O 1.776281 -1.334253 -1.160612 -0.426 0.024 -0.026 0.000
N 0.581346 -0.613483 -6.539305 0.537 -1.285 -0.085 0.000
O -0.480728 -1.030623 -6.948074 -0.381 0.405 -0.062 0.000
O 1.487151 -0.204659 -7.231089 -0.062 0.518 -0.083 0.001
H -1.646087 -2.553396 -2.535846 0.091 0.034 0.024 -0.002
H -1.043137 -1.647202 -4.724533 -0.046 -0.010 -0.016 0.000
H 2.861015 -0.028846 -5.300084 -0.025 -0.010 0.005 0.000
H 3.397525 -0.334582 -2.897592 0.014 0.000 0.011 0.000
S 1.041513 -4.196721 4.261507 -0.110 -0.026 -0.004 0.044
Sb 2.370778 -2.893630 3.080720 0.287 -0.115 0.153 0.001
S -0.991598 -0.592138 4.986557 0.063 0.066 0.049 0.524
S 1.845271 -3.309983 0.729517 -0.063 0.212 0.331 -0.026
C -1.308178 4.447014 0.946070 0.060 0.066 -0.027 -0.001
C -1.151495 3.516700 -0.239257 -0.068 -0.210 0.140 0.000
C 0.268506 3.508215 -0.762732 0.051 0.130 -0.099 0.003
C -2.156119 3.816215 -1.329725 0.019 0.192 -0.072 0.000
O -1.477152 2.173787 0.340327 0.029 0.040 0.207 0.001
P -1.203159 0.751122 -0.200328 0.065 -0.278 0.461 0.056
O -1.325100 -0.297521 0.919145 -0.273 0.082 -0.157 -0.006
O 0.236720 0.503660 -0.634670 0.117 0.126 0.037 0.020
O -2.189802 0.470159 -1.370309 0.095 -0.102 -0.294 0.000
C -3.631148 0.108589 -1.358428 0.115 0.107 0.033 -0.002
C -4.435004 1.293971 -0.856027 -0.117 -0.074 -0.064 0.000
C -3.848281 -1.112328 -0.484194 -0.181 -0.046 -0.017 -0.003
C -3.927471 -0.179016 -2.818871 -0.130 -0.020 0.042 0.000
H -1.069556 5.465843 0.642131 -0.015 0.029 -0.022 0.001
H -0.632445 4.159283 1.749930 0.013 -0.021 -0.025 0.000
H -2.329099 4.429651 1.321144 -0.067 -0.029 0.014 0.000
H 0.529611 4.530110 -1.043011 0.022 -0.018 0.000 0.001
H 0.376941 2.878555 -1.644904 -0.018 -0.033 -0.011 -0.001
H 0.966977 3.166144 -0.002734 -0.003 -0.012 0.038 -0.001
H -1.919693 4.790173 -1.761003 -0.008 0.002 0.003 0.000
H -3.166565 3.862381 -0.929080 0.008 0.003 0.021 0.000
H -2.116481 3.079308 -2.131028 0.026 -0.045 0.003 0.000
H -4.129006 1.603290 0.143421 0.050 -0.041 0.007 0.000
H -5.485507 1.005822 -0.811551 -0.024 0.003 0.006 0.000
H -4.346374 2.138806 -1.533947 -0.004 0.008 -0.020 0.000
H -3.741183 -0.879475 0.572890 0.014 0.024 0.032 0.000
H -3.152762 -1.911022 -0.728451 0.036 -0.044 -0.032 0.002
H -4.863419 -1.472967 -0.657538 0.002 -0.009 0.024 0.000
H -3.636118 0.666008 -3.438168 0.025 0.058 -0.038 0.000
H -4.996774 -0.346452 -2.948693 -0.005 -0.011 0.004 0.000
H -3.403705 -1.067911 -3.171812 0.033 0.004 0.048 0.000
```
Forces are in eV/Å.

---

Below is C32H36AsAuF3GeNSSi as an isolated structure, with properties calculated with wB97M-V/def2-TZVPD.

Summary:
* DFT total energy: -183154.7909 eV
* multiplicity: 3
* expectation value of S²: 2.033
* LUMO (alpha / beta): -6.06 / -8.73 eV
* total charge: +2
* gap between HOMO and LUMO (alpha / beta): 7.78 / 5.19 eV
* energy relative to the best compared isomer or geometry (same formula, charge and spin): 16.6 kcal per mole
* HOMO energy (alpha / beta): -13.8441 / -13.9201 eV

The geometry in XYZ format:
```
77
Properties=species:S:1:pos:R:3:forces:R:3:mulliken_spin:R:1
Au 0.187529 -0.350938 -0.918036 0.324 0.149 0.110 0.277
C 3.585522 -3.050057 2.724755 -0.015 0.216 -0.014 0.010
Si 2.383928 -4.455434 2.541112 0.078 -0.083 -0.109 -0.001
C 1.719253 -4.951620 4.199031 -0.155 -0.025 0.123 0.005
C 3.155676 -5.879738 1.638515 0.016 -0.059 -0.047 0.010
C 0.820168 -3.972610 1.517039 -0.121 0.284 -0.066 0.112
C -0.333119 -4.752824 1.700120 0.013 -0.014 0.006 -0.061
C -1.539554 -4.390761 1.141357 -0.025 -0.034 -0.018 0.159
C -1.615383 -3.218401 0.362208 0.091 -0.097 0.035 0.035
N -0.556070 -2.492509 0.103723 -0.037 -0.046 0.247 0.048
C 0.648002 -2.862941 0.651152 -0.019 -0.097 -0.026 0.069
S 1.932706 -1.863844 0.145758 -0.199 0.014 -0.096 0.748
H 4.256849 -3.297101 3.552503 -0.006 0.008 -0.048 0.001
H 3.097853 -2.101969 2.973617 0.058 -0.073 0.009 0.000
H 4.194130 -2.904338 1.830575 -0.007 0.014 0.056 -0.001
H 2.556737 -5.093886 4.886917 -0.043 -0.018 -0.014 0.000
H 1.162348 -5.891122 4.165634 0.035 0.042 0.034 0.000
H 1.067775 -4.183531 4.624826 0.049 -0.044 0.015 0.000
H 3.963633 -6.291653 2.250690 -0.031 -0.016 -0.091 0.001
H 3.581196 -5.554472 0.685377 -0.006 -0.080 0.040 0.000
H 2.435484 -6.679409 1.445619 0.087 0.022 0.003 0.000
H -0.279637 -5.647457 2.310817 -0.035 0.064 -0.002 -0.001
H -2.428592 -4.986090 1.302806 0.007 0.027 -0.017 0.007
H -2.553242 -2.887065 -0.067340 -0.011 -0.033 0.028 0.005
C 2.689643 -1.095683 -3.652954 -0.042 -0.051 0.143 0.025
As 0.857415 -0.655778 -3.271697 -0.043 -0.011 -0.222 0.325
C 0.434937 0.834920 -4.414197 0.004 -0.013 0.050 0.009
C -0.161444 -2.138094 -3.963405 -0.009 -0.029 0.039 0.016
H 2.760472 -1.276128 -4.723593 0.051 0.002 -0.068 0.012
H 2.979002 -1.992114 -3.109144 -0.012 -0.018 0.006 -0.005
H 3.330758 -0.270542 -3.363298 0.083 0.102 0.034 -0.004
H 0.431491 0.470714 -5.439541 0.012 0.026 -0.080 0.012
H 1.191497 1.606637 -4.301286 0.035 0.045 0.026 -0.003
H -0.541039 1.239801 -4.161663 -0.037 -0.007 0.028 0.000
H 0.172898 -2.339641 -4.979430 -0.001 -0.010 -0.060 0.012
H -1.219897 -1.890303 -3.968363 -0.029 0.018 0.009 0.000
H 0.004041 -3.017901 -3.345366 0.009 -0.004 0.014 -0.001
F -8.132632 1.122137 -0.513371 -0.062 -0.064 -0.006 0.000
C -7.491461 2.262141 -0.228666 0.132 -0.009 -0.004 0.000
F -7.814839 2.624444 1.012333 -0.052 0.016 0.067 0.000
F -7.935304 3.201033 -1.069246 -0.052 0.065 -0.057 0.000
C -5.997862 2.075389 -0.388377 0.017 -0.031 -0.015 0.012
C -5.522455 1.649333 -1.626859 -0.059 0.010 -0.029 -0.005
C -4.169084 1.477597 -1.815612 0.038 0.007 -0.030 0.017
C -3.291082 1.714885 -0.748681 0.151 -0.014 0.164 0.021
C -3.777906 2.131423 0.498783 -0.013 -0.049 -0.028 0.015
C -5.138205 2.321688 0.670196 0.061 0.003 0.030 -0.005
C -1.885068 1.611558 -0.898486 -0.209 0.054 -0.126 0.077
C -0.649963 1.628451 -0.972193 0.061 -0.292 0.021 0.030
H -6.218554 1.466680 -2.436128 0.031 0.005 0.027 0.000
H -3.783781 1.160872 -2.775975 0.001 0.027 0.015 0.001
H -3.083712 2.317820 1.309737 -0.027 0.009 -0.032 0.001
H -5.529073 2.655312 1.621026 0.002 -0.004 -0.012 0.000
Ge 0.752640 3.038049 -0.682513 -0.155 0.146 -0.110 0.002
C 2.456518 2.153835 -0.477878 0.167 0.068 0.050 -0.026
C 2.843040 1.504651 0.699206 0.053 -0.144 -0.133 0.025
C 4.122281 0.974413 0.826163 -0.062 0.028 -0.016 -0.001
C 5.036257 1.103309 -0.213668 -0.027 0.015 -0.015 0.000
C 4.666555 1.750088 -1.385961 -0.039 -0.038 -0.010 0.006
C 3.382745 2.271262 -1.516993 0.062 -0.052 0.086 0.001
C -0.025214 4.011854 0.783417 -0.035 0.074 0.017 -0.005
C -0.826453 5.109875 0.463864 -0.015 -0.012 0.117 -0.001
C -1.513556 5.789986 1.462505 0.031 -0.022 -0.022 0.000
C -1.402516 5.378263 2.783887 0.018 -0.005 -0.028 0.000
C -0.603669 4.288666 3.109866 0.023 -0.017 -0.037 0.001
C 0.082667 3.605942 2.114016 -0.066 0.059 0.017 0.004
H 0.734501 3.849368 -1.983424 0.023 -0.062 0.016 -0.001
H 2.151742 1.405423 1.527798 0.007 0.031 0.019 0.014
H 4.414016 0.483224 1.746906 -0.003 0.025 -0.026 -0.001
H 6.044299 0.723427 -0.100544 -0.051 -0.011 -0.009 0.000
H 5.385488 1.869953 -2.188204 -0.038 0.004 0.038 0.000
H 3.118789 2.806376 -2.423268 0.009 0.010 0.003 0.000
H -0.912561 5.447019 -0.563480 -0.007 -0.004 0.014 0.000
H -2.127050 6.644994 1.208508 0.021 -0.015 0.011 0.000
H -1.929523 5.914053 3.563242 0.010 -0.019 -0.022 0.000
H -0.508483 3.975176 4.141708 0.000 0.016 -0.017 0.000
H 0.705499 2.763916 2.391528 -0.015 0.021 -0.006 -0.004
```
Forces are in eV/Å.